[1]
Molecular formula: C25H37FN4O3PrS2
Method: DFT, ωB97M-V/def2-TZVPD

Element x y z (Å)
1 H 0.668 3.212 6.692
2 C -2.826 0.758 -0.231
3 H -4.828 3.814 1.100
4 H 1.860 1.370 5.420
5 O 0.218 -1.096 -0.879
6 H -1.932 2.717 6.601
7 H -2.218 1.481 3.615
8 C -1.882 0.073 -0.965
9 O -3.427 0.227 -2.739
10 C -3.569 2.084 1.602
11 C -0.636 -0.297 -0.335
12 C 0.895 0.314 3.060
13 C 2.023 1.791 -3.843
14 H 4.393 -0.561 -2.803
15 C -4.486 2.857 0.715
16 H -2.318 -3.346 -3.090
17 N 2.122 -1.833 -5.155
18 C -2.330 -0.211 -2.392
19 C -1.431 0.890 1.691
20 C 0.981 1.137 6.024
21 C -1.329 -3.826 -3.160
22 H -4.368 2.795 -0.368
23 H -3.303 2.573 2.536
24 H 5.524 -1.832 -2.185
25 C 2.031 -0.586 -5.985
26 S 3.278 -2.727 -2.339
27 H 1.609 2.195 7.830
28 H 2.078 -0.834 -7.062
29 H -1.210 -0.289 6.466
30 H -0.082 -4.894 -4.594
31 H 3.859 -2.702 -6.083
32 H -0.623 2.616 8.544
33 H 0.742 1.125 -6.218
34 H 1.913 2.478 -4.690
35 O -1.536 -0.903 -3.169
36 H 4.801 -3.604 -3.963
37 S 0.595 0.687 -3.926
38 C 0.789 2.206 7.104
39 F 2.092 0.085 3.704
40 H -0.300 0.997 8.293
41 N -0.462 1.894 7.834
42 H 1.149 0.165 6.530
43 Pr 0.437 -2.067 -3.001
44 C 3.746 -3.314 -4.008
45 C -0.396 0.220 0.995
46 N -0.202 1.066 5.196
47 C -4.987 1.668 1.450
48 H -2.503 1.409 7.690
49 C -1.383 0.684 5.959
50 N -2.591 1.267 1.013
51 H -3.816 0.984 -0.623
52 H 2.898 0.045 -5.750
53 H 1.897 2.317 -2.888
54 C 4.517 -1.398 -2.101
55 C 3.554 -2.286 -5.104
56 H -1.034 -3.479 -5.292
57 C -1.696 1.734 7.021
58 H -0.137 -0.399 -5.960
59 C -1.350 1.111 3.074
60 C -0.187 0.824 3.814
61 H -5.196 0.758 0.880
62 H -2.248 0.560 5.300
63 H 1.659 -0.438 1.195
64 H -1.046 -4.370 -2.244
65 H -5.645 1.873 2.290
66 H 4.368 -1.045 -1.071
67 H 1.630 -2.561 -5.686
68 C -0.692 -3.995 -4.364
69 C 0.754 0.178 -5.676
70 H 3.145 -4.209 -4.228
71 H 2.986 1.269 -3.866
72 H 4.177 -1.407 -4.911
73 C 0.817 0.001 1.711

Force components x, y, z for each atom (eV/Å):
0.1 -0.2 -0.1
0.6 1.0 1.3
0.2 -0.1 -0.3
-0.2 0.0 0.3
0.1 -0.1 -0.6
0.0 -0.2 0.0
0.4 0.0 -0.3
0.5 -0.4 0.3
1.7 -0.7 0.3
-1.1 1.0 1.0
-0.8 0.3 -0.5
1.1 -0.3 -0.4
-0.1 -0.1 0.2
0.0 -0.4 0.3
-0.3 0.6 -0.4
0.9 0.6 -0.1
0.3 0.0 -0.5
-1.7 0.5 -0.3
-0.4 0.0 0.0
0.3 -0.1 0.1
-1.2 -2.3 -1.8
0.0 0.2 0.4
0.2 -0.2 -0.5
-0.4 0.1 0.0
-0.1 -0.1 0.1
0.6 0.1 -0.3
-0.2 0.0 -0.1
0.0 0.2 0.4
-0.1 0.2 -0.2
0.4 0.9 0.7
0.0 0.1 0.4
0.1 -0.3 0.1
-0.1 -0.2 -0.3
0.2 0.0 0.3
1.0 -1.0 0.4
-0.2 -0.2 0.0
0.3 0.1 -0.4
0.3 0.2 -0.8
-1.0 0.1 -0.6
-0.1 0.0 0.5
-0.1 0.0 1.1
0.1 0.2 -0.2
1.1 4.0 1.4
0.1 -0.1 -0.1
0.1 0.1 0.6
-0.2 -0.1 -0.4
-1.0 -0.3 0.3
0.2 0.1 -0.1
-0.2 -0.1 0.0
1.5 -2.0 -1.5
0.6 -0.2 -0.4
-0.2 -0.3 -0.1
0.2 0.0 -0.4
-0.2 0.1 0.2
-0.4 0.1 0.0
0.0 -0.2 0.9
-0.2 0.0 -0.6
0.1 0.2 0.1
0.7 -0.1 0.4
-1.0 0.3 -0.5
0.0 0.3 0.4
0.2 0.0 0.3
0.0 -0.1 0.2
0.1 -0.1 -0.5
0.0 -0.3 -0.2
0.1 -0.1 -0.4
0.2 0.2 0.0
-2.1 -1.5 0.1
-0.1 0.1 0.0
0.2 0.1 0.2
-0.2 0.2 0.0
-0.1 -0.1 -0.1
-0.8 0.2 0.6

**Spin multiplicity**: 3
**Frontier orbital gap (spin up / spin down)**: 6.7 / 6.7 eV
**F_max**: 0.0848 hartree/bohr
**Molar mass**: 665.6 g/mol
**E**: -77061.8788 eV
**Total charge**: +3

Atomic partial charges in e from the Mulliken method, atoms 1 to 5:
1 H 0.36
2 C -0.62
3 H 0.30
4 H 0.48
5 O -0.99

[2]
Molecular formula: C25H37N5O3S
Method: DFT, ωB97M-V/def2-TZVPD

Element x y z (Å)
1 C -3.369 1.872 0.952
2 C 1.184 -1.439 -0.780
3 C 2.888 -2.950 0.767
4 C 3.408 -2.161 -0.256
5 C 5.368 -1.253 -1.266
6 H -5.807 -2.740 0.871
7 C 2.781 1.491 1.064
8 N -3.752 0.700 0.417
9 H -5.587 1.446 -0.027
10 N 0.855 1.020 1.887
11 C -5.211 -1.982 0.358
12 C -5.148 -2.293 -1.134
13 H 5.084 -1.435 -2.310
14 H 0.524 -0.844 -1.396
15 H 1.157 -3.579 1.817
16 O 4.970 1.077 -1.747
17 C -1.104 -1.844 1.990
18 H -5.830 -0.372 1.660
19 H -0.803 -2.656 2.647
20 C -4.358 -1.220 -1.877
21 C 0.676 1.469 0.673
22 H 2.909 -0.794 -1.848
23 H -4.620 2.222 -2.221
24 C -5.064 0.492 -0.157
25 H 2.605 4.319 -0.484
26 H -1.662 2.874 1.793
27 C -0.825 -2.201 0.528
28 H -0.542 -0.955 2.272
29 C 1.533 -2.968 1.012
30 C 0.657 -2.202 0.250
31 O -4.101 2.822 1.118
32 H 6.448 -1.405 -1.171
33 C -4.187 1.242 -2.405
34 H -1.280 -1.437 -0.114
35 H 3.571 -3.535 1.363
36 H -2.166 -1.663 2.148
37 N 4.832 0.396 0.405
38 H -4.206 -2.013 0.783
39 C -1.900 1.904 1.356
40 H 2.063 4.286 -2.165
41 H -2.501 -3.568 0.364
42 H -3.148 1.266 -2.079
43 H 1.322 1.918 -1.892
44 C 4.260 1.621 0.926
45 H -4.205 1.050 -3.475
46 C 1.893 3.873 -1.175
47 H -3.319 -1.228 -1.539
48 S -0.854 1.678 -0.126
49 H -5.995 0.150 -2.043
50 H 4.686 1.822 1.911
51 H -1.647 1.106 2.052
52 C -5.825 -0.605 0.594
53 H 3.062 2.094 -1.575
54 C 2.544 -1.409 -1.040
55 H -0.969 -4.350 0.749
56 H -6.164 -2.334 -1.535
57 H -3.070 -0.032 0.294
58 C 2.063 2.357 -1.220
59 N 1.868 1.779 0.087
60 H -4.350 -1.443 -2.946
61 H -1.274 -3.775 -0.890
62 O 4.779 -2.178 -0.385
63 H -6.860 -0.607 0.245
64 C -4.969 0.165 -1.658
65 N 2.173 1.034 2.124
66 H 4.518 2.425 0.233
67 H 4.822 -0.406 1.019
68 C 5.033 0.198 -0.911
69 C -1.432 -3.559 0.165
70 H -4.687 -3.270 -1.293
71 H 0.887 4.135 -0.857

Force components x, y, z for each atom (eV/Å):
0.6 0.0 0.2
-0.1 -0.1 0.1
0.2 0.1 -0.1
-0.2 -0.1 0.1
0.0 0.1 -0.3
0.1 0.0 0.1
-0.1 0.1 -0.1
-0.1 -0.5 -0.2
0.1 -0.2 -0.1
-0.9 0.0 -0.3
-0.3 0.0 -0.2
0.3 -0.1 0.1
0.0 0.1 0.2
-0.1 0.1 0.0
-0.1 -0.1 0.1
0.0 0.2 -0.3
0.0 0.1 -0.2
-0.1 0.1 0.0
0.0 -0.1 0.1
-0.5 0.0 -0.1
0.1 0.1 0.0
0.1 0.1 -0.1
0.0 0.2 0.0
-0.6 0.0 0.0
0.1 0.0 0.0
-0.1 -0.1 0.0
-0.1 -0.2 0.1
0.0 0.1 0.1
0.0 0.1 -0.1
-0.1 0.2 -0.2
-0.2 0.3 0.1
-0.1 0.1 -0.1
-0.3 -0.1 0.1
0.1 0.0 0.0
0.1 -0.1 0.1
-0.2 0.0 0.1
0.2 0.0 0.3
0.1 -0.1 0.1
0.3 0.2 0.0
0.0 0.1 -0.1
-0.2 0.0 0.0
0.1 0.0 0.0
0.1 0.0 0.0
0.0 0.0 -0.2
0.0 0.0 -0.1
0.0 -0.2 -0.1
0.2 0.0 0.0
-0.3 0.0 -0.2
0.0 0.0 0.0
-0.1 0.1 -0.1
-0.1 0.0 0.0
0.2 0.0 0.1
-0.2 -0.1 0.0
0.4 -0.1 -0.1
0.0 -0.1 0.1
-0.1 0.0 0.0
0.1 0.1 0.1
0.1 0.5 -0.4
-0.3 -0.4 0.7
0.1 0.0 0.0
0.0 -0.1 -0.1
-0.1 -0.1 0.2
-0.1 0.0 0.0
0.4 0.2 0.0
1.2 0.1 0.4
0.0 0.0 0.2
0.0 0.0 -0.2
0.1 -0.4 0.3
0.0 0.3 -0.1
-0.1 0.0 0.0
-0.1 0.0 0.0

**SMILES string**: CCn1c(CNC(=O)COc2ccc(C(C)C)cc2)nnc1SCC(=O)N[C@@H]1CCCC[C@@H]1C
**Frontier orbital gap**: 9.2 eV
**Energy above the lowest of the compared OMol25 structures with the same formula, charge and spin**: 3.4 kcal/mol
**F_max**: 0.0244 hartree/bohr
**Molar mass**: 487.7 g/mol
**E**: -50955.7650 eV

Atomic partial charges in e from the Mulliken method, atoms 1 to 5:
1 C 0.62
2 C -0.07
3 C -1.05
4 C 0.01
5 C -0.44

> The highest F_max belongs to which entry?

C25H37FN4O3PrS2

> Which value of F_max does entry 2 give?

0.0244 hartree/bohr

> The lowest molar mass belongs to which entry?

C25H37N5O3S

> molar mass of number 1 (C25H37FN4O3PrS2)?

665.6 g/mol